DFT (the ωB97M-V functional and the def2-TZVPD basis) results for a 2-piece molecular cluster, C6H14N2O2 overall at a distorted geometry.

Last column: natural (NBO) charge in e.
Atoms and positions in Å:
C  -0.825  -2.562  -0.248  -0.707
C  -2.865  0.126  1.471  -0.425
C  -1.774  -1.403  -0.117  0.678
O  -2.239  -0.813  -1.078  -0.643
N  -2.049  -1.026  1.159  -0.611
H  -0.129  -2.434  -1.074  0.244
H  -1.646  -1.514  1.939  0.391
H  -3.671  -0.144  2.152  0.193
H  -0.158  -2.646  0.614  0.221
H  -1.399  -3.482  -0.361  0.230
H  -2.301  0.971  1.866  0.192
H  -3.297  0.449  0.534  0.238
C  3.137  1.684  1.085  -0.706
C  0.921  1.204  -1.976  -0.419
C  2.175  0.990  0.148  0.676
O  1.717  -0.120  0.360  -0.640
N  1.798  1.713  -0.940  -0.613
H  4.140  1.648  0.659  0.228
H  2.345  2.521  -1.183  0.383
H  1.453  0.743  -2.813  0.187
H  2.837  2.719  1.192  0.222
H  3.185  1.114  1.966  0.240
H  0.259  0.495  -1.503  0.242
H  0.353  2.016  -2.425  0.200

Atoms 1-3, force components in eV/Å:
C 0.484 -0.256 0.360
C -0.245 -0.072 -0.359
C 0.402 0.447 -0.044

Its SMILES is CNC(C)=O.CNC(C)=O. The total energy is -497.03706 Eh. As for the relative energy (zero: lowest compared OMol25 entry of this formula, charge and spin): 53.8 kJ/mol. Its charge is 0. The gap between HOMO and LUMO is 0.3748 Eh.

***

DFT (the ωB97M-V functional and the def2-TZVPD basis) results for C22H29CoN5O6S as an isolated structure at a distorted geometry.

Last column: natural (NBO) charge in e.
Atoms and positions in Å:
Co  0.569  0.189  0.098  1.498
N  0.759  2.013  3.938  -0.847
C  1.179  1.619  2.659  0.211
S  0.526  2.252  1.262  -0.445
N  2.141  0.625  2.619  -0.465
N  2.341  0.160  1.369  -0.343
C  3.483  -0.540  1.346  0.079
C  3.883  -1.200  0.175  -0.230
C  5.085  -1.974  0.267  -0.179
C  5.560  -2.634  -0.823  -0.329
C  4.970  -2.416  -2.086  -0.232
C  3.792  -1.653  -2.205  -0.278
C  3.204  -0.967  -1.072  0.447
O  2.196  -0.202  -1.306  -0.768
H  -0.091  2.559  4.001  0.386
H  1.010  1.355  4.644  0.383
H  4.115  -0.510  2.224  0.163
H  5.603  -2.069  1.198  0.182
H  6.474  -3.301  -0.739  0.171
H  5.446  -2.904  -2.949  0.178
H  3.371  -1.377  -3.166  0.203
O  -3.283  -0.575  -0.610  -0.744
C  -2.289  -1.015  -0.014  0.832
O  -1.322  -0.342  0.527  -0.852
C  -2.226  -2.598  0.463  -0.324
C  -2.644  -2.880  1.952  0.086
C  -2.820  -4.349  2.244  -0.434
C  -1.406  -4.921  2.168  -0.434
C  -0.581  -3.611  1.774  0.095
O  -1.392  -2.558  2.550  -0.537
C  -0.856  -3.271  0.305  -0.362
C  0.276  -2.577  -0.528  0.818
O  0.347  -2.820  -1.756  -0.704
O  0.916  -1.758  0.236  -0.846
H  -2.911  -3.054  -0.239  0.193
H  -3.507  -2.225  2.286  0.194
H  -3.521  -4.865  1.541  0.198
H  -3.163  -4.532  3.309  0.193
H  -1.181  -5.685  1.462  0.201
H  -1.116  -5.230  3.180  0.191
H  0.449  -3.469  2.123  0.229
H  -1.039  -4.234  -0.190  0.188
C  -1.472  5.609  -1.074  -0.649
C  -1.448  4.780  -2.328  -0.205
N  -1.520  3.279  -2.141  -0.435
C  -2.896  2.857  -1.784  -0.219
C  -3.228  2.523  -0.316  -0.677
C  -0.446  2.492  -1.932  0.490
C  0.860  3.191  -2.244  -0.678
N  -0.463  1.242  -1.486  -0.784
H  -1.120  6.648  -1.124  0.202
H  -0.896  5.156  -0.245  0.251
H  -2.511  5.741  -0.718  0.200
H  -0.555  4.989  -2.898  0.202
H  -2.288  4.943  -3.047  0.184
H  -3.130  2.006  -2.438  0.209
H  -3.488  3.691  -2.172  0.174
H  -3.879  1.594  -0.231  0.262
H  -3.857  3.300  0.071  0.182
H  -2.310  2.268  0.225  0.268
H  0.863  3.722  -3.214  0.189
H  1.674  2.515  -2.273  0.266
H  1.200  4.014  -1.600  0.224
H  -1.437  0.983  -1.270  0.377

Atoms 1-3, force components in eV/Å:
Co 1.579 -0.358 -0.687
N 0.616 0.454 -1.189
C 2.503 -3.103 1.072

The total energy is -3361.92502 Eh. As for the relative energy (zero: lowest compared OMol25 entry of this formula, charge and spin): 57.4 kJ/mol. The expectation value of S² is 3.7583. Its charge is -2. The gap between HOMO and LUMO (spin up / spin down) is 0.1848 / 0.1827 Eh. The spin multiplicity is 4.